No. 1
Computed, not measured: a single C18H19FN2O2S molecule, with wB97M-V/def2-TZVPD.

Geometry as XYZ:
```
43
Properties=species:S:1:pos:R:3:forces:R:3:mulliken_charge:R:1
C 2.837 4.148 -4.177 -0.1 -0.4 0.0 -1.107
C 2.698 2.796 -4.863 0.0 0.5 -0.3 -0.250
H 1.997 2.868 -5.702 0.2 -0.1 0.1 0.320
H 3.665 2.431 -5.215 -0.1 0.0 0.0 0.305
O 2.232 1.796 -3.958 0.0 -0.2 0.2 -0.351
C 0.909 1.728 -3.759 -0.2 0.2 -0.2 0.525
O 0.109 2.446 -4.313 0.1 0.0 0.0 -0.625
C 0.537 0.670 -2.794 -0.1 -0.2 0.2 0.219
C 1.490 -0.103 -2.131 -0.1 0.1 -0.2 -0.864
C 1.094 -1.066 -1.230 -0.2 -0.1 0.1 -0.666
C -0.263 -1.279 -0.962 0.1 0.5 -0.3 0.456
C -1.217 -0.534 -1.660 0.0 -0.2 0.1 -0.225
C -0.816 0.432 -2.558 0.3 0.2 -0.1 -0.616
H -1.543 1.013 -3.104 -0.1 0.0 0.0 0.477
H -2.268 -0.749 -1.540 -0.1 0.0 0.0 0.627
N -0.604 -2.258 -0.038 0.1 -0.2 -0.1 -0.137
C -1.590 -2.277 0.909 -0.1 -0.2 0.0 0.201
N -2.426 -1.221 0.996 0.4 0.2 -0.4 -0.093
H -2.154 -0.392 0.484 0.0 -0.1 0.0 0.274
C -3.220 -0.967 2.175 -0.3 0.2 0.3 -1.121
H -4.188 -0.565 1.865 0.0 -0.1 0.0 0.336
H -3.372 -1.920 2.684 -0.1 0.2 -0.1 0.516
C -2.512 0.028 3.113 0.0 -0.3 -0.1 -0.961
C -1.162 -0.513 3.484 -0.1 0.1 0.3 0.202
C -0.036 -0.252 2.714 0.0 0.0 0.2 -0.175
C 1.180 -0.848 3.000 0.1 0.0 -0.1 -0.733
C 1.293 -1.719 4.070 0.0 0.0 0.0 -0.420
C 0.192 -1.983 4.865 -0.2 0.0 0.1 -0.622
C -1.013 -1.381 4.559 0.3 0.2 -0.1 0.683
F -2.084 -1.638 5.339 0.0 0.0 -0.1 -0.360
H 0.250 -2.656 5.705 0.0 -0.1 0.1 0.444
H 2.237 -2.193 4.288 0.1 0.0 0.0 0.392
H 2.039 -0.633 2.382 0.1 0.0 0.0 0.458
H -0.111 0.429 1.877 0.0 0.1 -0.1 0.416
H -3.127 0.162 4.003 0.0 0.1 0.0 0.418
H -2.404 0.992 2.610 0.0 0.0 0.1 0.370
S -1.689 -3.615 1.873 0.0 -0.5 0.3 -0.372
H 0.065 -3.008 0.087 -0.2 0.1 0.1 0.264
H 1.830 -1.664 -0.714 0.1 0.0 0.1 0.357
H 2.537 0.064 -2.326 0.1 0.0 0.0 0.450
H 3.495 4.068 -3.315 0.1 0.0 0.1 0.294
H 3.251 4.869 -4.876 0.1 0.1 -0.1 0.382
H 1.861 4.497 -3.847 0.0 0.1 0.0 0.313
```
Forces are in eV/Å.

Computed properties:
HOMO ... -8.163 eV
Multiplicity ... 1
Structure (SMILES) ... CCOC(=O)c1ccc(NC(=S)NCCc2ccccc2F)cc1
Frontier orbital gap ... 8.301 eV

---

No. 2
Computed, not measured: a molecular structure, C10H4N2O4Ti at a distorted geometry, with wB97M-V/def2-TZVPD.

Geometry as XYZ:
```
21
Properties=species:S:1:pos:R:3:forces:R:3:mulliken_spin:R:1
Ti -0.039 -0.021 0.143 1.7 0.9 3.5 1.771
O -0.540 3.073 -0.003 1.0 -5.9 -0.1 0.095
C -0.350 1.919 -0.022 -1.8 9.2 -0.7 -0.063
C 1.827 -0.679 -0.041 9.2 -3.4 -0.6 -0.071
O 2.935 -1.067 -0.001 -6.1 2.2 -0.2 0.078
C -1.489 -1.249 0.012 -7.8 -6.4 -1.2 -0.039
O -2.379 -1.998 -0.001 3.9 3.2 0.2 0.136
C 0.007 0.005 -1.942 -0.3 -0.1 -6.7 -0.063
O -0.001 0.001 -3.107 0.1 0.1 5.4 0.128
N -0.252 -2.358 5.904 -0.5 -1.2 1.0 0.000
C 0.085 -1.560 5.170 1.0 2.3 -2.0 0.002
C 0.532 -0.512 4.212 -0.8 -2.2 2.4 -0.009
C 1.299 0.565 4.653 -0.3 -0.8 0.9 0.006
C 1.699 1.491 3.740 1.6 2.3 0.2 -0.003
C 1.347 1.359 2.416 2.0 2.6 1.8 0.010
N 0.621 0.341 2.159 -1.9 -0.6 -6.8 0.001
C 0.186 -0.620 2.888 -0.5 -1.6 2.5 0.024
H 1.567 0.643 5.710 -0.1 0.0 -0.4 0.001
H 2.309 2.355 4.052 -0.3 -0.6 -0.1 0.000
H 1.683 2.115 1.658 -0.5 -1.0 0.6 -0.003
H -0.425 -1.478 2.509 0.6 0.9 0.2 -0.002
```
Forces are in eV/Å.

Computed properties:
⟨S²⟩ ... 2.011
HOMO (spin up / spin down) ... -17.761 / -17.788 eV
Multiplicity ... 3
Total charge ... +2
Frontier orbital gap (spin up / spin down) ... 7.017 / 6.859 eV

---

No. 3
Computed, not measured: a molecular structure, C54H44N8O9P2SSn, with wB97M-V/def2-TZVPD.

Geometry as XYZ:
```
119
Properties=species:S:1:pos:R:3:forces:R:3:mulliken_charge:R:1
Sn -0.761 -0.766 -0.380 0.4 -0.1 0.3 1.500
C -3.780 -0.094 2.672 -0.1 0.0 -0.1 -0.383
O -4.716 -1.079 2.247 0.2 0.0 0.1 -0.519
C -4.412 -2.021 1.297 0.0 0.1 0.0 0.006
C -5.517 -2.684 0.797 0.0 0.0 -0.1 -0.702
C -5.398 -3.702 -0.148 0.0 0.0 0.0 -0.697
C -4.142 -4.047 -0.594 0.1 0.0 -0.1 -0.843
C -3.007 -3.370 -0.133 -0.1 0.1 0.0 0.619
C -1.702 -3.817 -0.614 -0.2 -0.1 0.1 -0.859
N -0.688 -3.050 -0.689 0.0 0.5 -0.2 0.762
N 0.521 -3.584 -1.078 0.2 0.0 -0.1 -0.960
C 1.486 -2.738 -0.828 0.0 -0.2 0.2 -0.229
O 1.368 -1.603 -0.228 -0.3 0.2 -0.1 -0.104
C 2.860 -3.141 -1.252 0.0 0.0 0.0 0.100
C 3.964 -2.583 -0.613 0.0 -0.1 0.1 -0.249
C 5.249 -2.890 -1.036 0.0 -0.1 0.0 -1.015
C 5.438 -3.747 -2.115 0.0 0.0 0.1 -0.522
C 4.337 -4.304 -2.755 0.0 0.0 0.0 -0.776
C 3.052 -4.010 -2.323 0.0 0.0 0.0 -0.505
C -3.099 -2.330 0.835 0.0 -0.1 0.0 0.842
O -2.039 -1.706 1.296 0.0 0.1 -0.2 -0.615
H -4.339 0.550 3.352 0.0 0.0 0.0 0.287
H -2.930 -0.527 3.192 0.0 -0.1 0.0 0.193
H -3.409 0.505 1.838 0.0 0.0 0.0 0.130
H -6.489 -2.377 1.164 0.0 0.0 0.0 0.418
H -6.281 -4.197 -0.532 0.0 0.0 0.0 0.351
H -4.016 -4.832 -1.333 0.0 0.0 0.0 0.434
H -1.587 -4.862 -0.902 0.1 0.0 0.0 0.427
H 3.796 -1.903 0.215 0.0 0.0 -0.1 0.883
H 6.104 -2.452 -0.534 0.0 0.0 0.0 0.435
H 6.441 -3.968 -2.462 0.0 0.0 0.0 0.393
H 4.480 -4.958 -3.608 0.0 0.0 0.0 0.398
H 2.184 -4.415 -2.828 0.0 0.0 0.0 0.472
C 2.365 2.646 2.582 -0.1 -0.1 0.0 -1.227
C 2.571 1.136 2.784 -0.1 0.0 -0.1 -1.835
P 1.054 0.079 2.481 0.2 0.3 0.3 1.257
C 1.736 -1.584 2.816 -0.2 0.0 0.0 0.554
C 0.805 -2.628 2.769 0.1 0.0 0.0 -0.343
C 1.217 -3.940 2.935 0.0 0.0 0.0 -0.526
C 2.561 -4.228 3.147 0.0 0.0 0.0 -0.633
C 3.488 -3.199 3.192 0.0 0.0 0.0 -0.569
C 3.078 -1.880 3.026 0.0 0.0 0.0 -0.524
C 0.217 0.445 4.086 0.0 0.0 -0.1 0.664
C 0.623 -0.095 5.307 -0.1 0.0 0.0 -0.634
C -0.018 0.269 6.483 0.0 0.0 0.0 -0.619
C -1.069 1.180 6.455 0.1 0.0 0.0 -0.564
C -1.482 1.718 5.246 0.0 0.0 0.0 -0.623
C -0.845 1.348 4.066 0.0 0.0 0.0 -0.592
P 1.947 3.132 0.876 -0.5 0.0 0.2 2.079
C 2.235 4.890 0.582 0.2 0.0 0.1 0.462
C 1.581 5.474 -0.501 0.0 0.1 0.0 -0.993
C 1.796 6.809 -0.802 0.0 0.0 0.0 -0.662
C 2.659 7.573 -0.024 0.0 -0.1 0.0 -0.465
C 3.297 6.999 1.065 0.0 0.0 0.0 -0.778
C 3.088 5.659 1.368 -0.1 0.0 0.0 -0.284
C 3.363 2.337 0.010 0.0 0.0 -0.1 -0.324
C 4.657 2.857 0.068 -0.1 0.0 0.0 -0.655
C 5.703 2.204 -0.567 0.0 0.0 0.0 -0.761
C 5.469 1.025 -1.267 0.0 0.0 0.0 -0.884
C 4.190 0.491 -1.318 -0.1 0.1 -0.1 -1.078
C 3.142 1.141 -0.677 0.0 0.0 0.0 1.255
H 1.596 3.031 3.252 0.0 0.1 0.0 0.573
H 3.310 3.162 2.789 0.0 -0.1 0.1 0.433
H 2.899 0.970 3.811 0.1 0.0 0.0 0.923
H 3.358 0.792 2.109 0.0 0.0 0.0 0.620
H -0.238 -2.405 2.556 0.0 -0.1 0.0 0.115
H 0.492 -4.742 2.869 0.0 0.0 0.0 0.417
H 2.886 -5.256 3.254 0.0 0.0 0.0 0.333
H 4.538 -3.421 3.344 0.0 0.0 0.0 0.415
H 3.819 -1.090 3.041 0.0 0.0 0.0 0.282
H 1.434 -0.815 5.334 0.0 0.0 0.0 0.360
H 0.300 -0.164 7.425 0.0 0.0 0.0 0.410
H -1.568 1.460 7.376 0.0 0.0 0.0 0.358
H -2.309 2.419 5.216 0.0 0.0 0.0 0.433
H -1.168 1.760 3.113 0.0 0.0 0.1 0.539
H 0.891 4.884 -1.093 0.0 0.0 0.0 0.371
H 1.282 7.258 -1.644 0.0 0.0 0.0 0.406
H 2.826 8.616 -0.263 0.0 0.0 0.0 0.375
H 3.956 7.596 1.686 0.0 0.0 0.0 0.395
H 3.581 5.223 2.229 0.0 0.1 -0.1 0.333
H 4.845 3.784 0.600 0.0 0.0 -0.1 0.336
H 6.704 2.616 -0.518 0.0 0.0 0.0 0.397
H 6.285 0.525 -1.776 0.0 0.0 0.0 0.449
H 3.997 -0.436 -1.849 0.0 0.2 0.0 0.880
H 2.157 0.686 -0.694 0.0 0.0 0.0 0.269
O 0.779 2.561 -0.026 -0.2 -0.1 -0.1 0.020
O 0.202 3.307 1.170 0.5 -0.1 -0.2 -0.660
N 1.263 1.031 -3.770 0.1 -0.1 0.0 -0.283
C 0.816 -0.270 -3.655 0.1 0.0 0.0 0.464
O 0.055 -0.554 -2.707 -0.1 -0.2 -0.1 -0.384
C 1.237 -1.189 -4.657 0.1 -0.1 -0.1 0.647
C 0.742 -2.517 -4.709 0.0 0.1 0.0 0.013
N 0.359 -3.605 -4.796 0.1 0.1 0.0 -0.803
C 2.181 -0.789 -5.635 0.0 -0.2 0.1 -0.284
N 2.984 -0.447 -6.397 -0.1 0.1 0.0 -0.689
H 1.202 1.577 -2.928 0.0 0.0 0.1 -0.020
H 2.065 1.204 -4.355 0.0 0.0 0.0 0.300
O -9.071 1.535 -5.359 -0.1 0.0 0.0 -0.671
S -8.890 2.771 -6.091 0.1 0.1 0.0 1.180
O -9.422 3.958 -5.438 -0.1 0.0 0.0 -0.699
O -9.156 2.683 -7.514 0.0 0.0 0.0 -0.696
C -7.097 3.106 -5.995 0.1 -0.1 0.1 0.079
N -6.615 4.046 -6.812 0.0 0.0 0.0 -0.516
C -5.326 4.318 -6.687 0.0 0.0 0.0 -0.318
C -4.502 3.683 -5.774 0.1 0.0 0.0 -0.580
C -5.093 2.719 -4.970 -0.1 0.1 0.0 0.522
N -6.390 2.437 -5.088 0.0 0.0 0.0 -0.336
C -4.329 1.962 -3.933 0.0 0.0 0.0 1.254
C -3.024 2.295 -3.583 0.0 0.1 0.0 -1.137
C -2.380 1.567 -2.600 0.0 -0.1 0.1 -0.417
N -2.938 0.537 -1.971 -0.3 -0.2 -0.1 0.138
C -4.185 0.203 -2.318 0.1 0.1 0.1 -0.581
C -4.918 0.887 -3.274 0.0 0.0 -0.1 -0.762
H -4.931 5.086 -7.347 0.0 0.0 0.0 0.397
H -3.450 3.925 -5.715 0.0 0.0 0.0 0.325
H -2.503 3.116 -4.057 0.0 0.0 0.0 0.206
H -1.366 1.813 -2.298 0.0 0.0 0.0 0.508
H -4.612 -0.645 -1.790 0.0 0.0 0.0 0.354
H -5.935 0.611 -3.522 0.0 0.0 0.0 0.634
```
Forces are in eV/Å.

Computed properties:
HOMO ... -3.466 eV
Multiplicity ... 1
Total charge ... -2
Frontier orbital gap ... 6.460 eV

---

| no. | M (g/mol) | DFT total energy (hartree) |
| --- | --- | --- |
| 1 | 346.427 | -1455.40347 |
| 2 | 264.019 | -1642.65232 |
| 3 | 1161.719 | -4494.68035 |